This record from the Open Molecules 2025 dataset describes a single C15H16N2S molecule in a non-equilibrium geometry. The level of theory is ωB97M-V/def2-TZVPD.

Geometry as XYZ:
```
34
Properties=species:S:1:pos:R:3:forces:R:3
C -3.2671 1.5807 -0.2711 -0.63 0.17 -0.71
C -3.0788 0.4751 0.9554 -0.72 0.68 -1.44
N -2.0554 1.0635 1.9011 1.34 -2.35 -0.09
C -0.9510 0.0934 2.2565 2.40 -1.64 1.70
C -0.7064 -0.1619 3.8910 2.27 -1.95 -1.78
C 0.4663 -1.1592 4.4892 -0.33 0.49 -4.75
C 1.4320 -1.9104 3.3927 -3.09 2.43 -1.00
C 1.1694 -1.6802 1.7878 -1.88 1.81 1.58
C 0.0017 -0.7067 1.1384 0.34 -0.18 4.88
N -0.2607 -0.5016 -0.3365 2.15 -1.95 0.91
C 1.0009 -0.4989 -1.1695 3.55 0.53 -3.35
C 0.9977 0.5035 -2.5065 2.24 -1.54 0.37
C -0.3732 1.4226 -2.7672 1.32 -1.63 0.05
C 2.2687 0.5974 -3.5547 -0.10 -2.44 3.45
C 3.6399 -0.2891 -3.2871 -4.24 -0.16 2.91
C 3.6590 -1.2890 -1.9518 -2.66 2.41 -1.39
C 2.3447 -1.4043 -0.9239 -0.74 2.69 -2.62
S 2.3213 -2.5817 0.5789 -1.14 2.34 -0.53
H -4.1115 2.3867 -0.0317 1.81 -1.84 -0.29
H -3.5961 1.0734 -1.2939 0.71 0.96 2.23
H -2.2852 2.1951 -0.4960 -1.85 -1.49 0.57
H -4.1424 0.3351 1.4475 2.24 0.34 -0.66
H -2.7777 -0.6013 0.5457 -0.40 2.49 0.86
H -1.7012 1.9960 1.5952 -0.27 -1.43 0.19
H -1.3969 0.3715 4.6929 1.51 -1.12 -2.17
H 0.6453 -1.3331 5.6564 -0.54 0.51 -2.97
H 2.2911 -2.6393 3.7389 -1.95 1.71 -0.90
H -0.8612 -1.3173 -0.6611 0.94 1.26 0.45
H -0.2799 1.8994 -3.8318 -0.19 -0.68 2.23
H -1.2958 0.6728 -2.7717 1.92 1.86 0.19
H -0.4067 2.1864 -1.8814 -0.23 -1.39 -1.93
H 2.1388 1.3157 -4.4869 0.44 -1.72 2.20
H 4.5296 -0.1856 -4.0464 -1.88 -0.42 1.88
H 4.6408 -1.9087 -1.7984 -2.31 1.23 -0.04
```
Forces are in eV/Å.

Kohn-Sham gap   7.8391 eV
SMILES   CCNc1cccc2c1Nc1c(C)cccc1S2
E   -29612.3961 eV
Multiplicity   1
Energy relative to the best compared isomer or geometry (same formula, charge and spin)   695.2 kJ/mol

This record from the Open Molecules 2025 dataset describes a molecular structure, C15H16N4O2S2 in a non-equilibrium geometry. The level of theory is ωB97M-V/def2-TZVPD.

Geometry as XYZ:
```
39
Properties=species:S:1:pos:R:3:forces:R:3
C -2.3526 -4.2565 0.8218 0.27 -0.93 -5.64
C -2.6988 -2.8797 0.4457 -6.26 -3.39 -0.79
C -3.9222 -2.3560 0.0083 -3.23 -8.75 0.77
C -4.1114 -1.0876 -0.1702 -5.74 2.00 -2.27
C -2.9637 -0.5948 -0.0121 7.06 7.93 2.53
C -2.7731 0.8912 0.1136 2.43 0.24 -0.09
N -3.6121 1.7869 -0.1863 -0.02 1.58 -1.72
N -2.8649 3.0941 -0.3991 -0.74 -2.65 1.92
C -1.7180 2.8313 0.0858 1.56 0.12 0.54
O -1.4723 1.4363 0.4098 -2.14 1.78 -0.96
C -0.6116 3.9509 0.4439 0.40 -5.43 -4.68
H -0.9450 4.8161 -0.0847 0.01 1.01 0.83
H -0.3709 3.6659 1.3905 -0.21 1.30 3.62
C 0.7692 3.3259 -0.1707 -4.35 -3.72 -0.04
H 1.5006 3.9967 -0.2359 3.28 2.74 0.74
C 1.1595 1.9985 0.7129 0.62 0.24 -6.03
O 1.4810 1.9710 1.8329 0.04 2.07 4.86
N 1.3655 0.8070 0.0096 -1.01 6.06 -5.14
C 1.2683 0.7510 -1.5444 -11.57 -11.68 9.08
H 1.7342 1.3644 -1.9785 6.77 8.67 -6.23
H 1.4077 -0.3821 -1.8092 0.23 2.50 0.24
H -0.0105 0.8655 -1.5758 3.71 0.03 -0.90
C 1.8179 -0.1882 0.7509 -2.04 -7.57 -2.97
C 3.1042 -0.7158 0.4272 5.87 -1.59 -7.47
N 3.3618 -1.5168 -0.8655 -0.42 1.29 6.40
C 4.7616 -1.8521 -0.8910 -8.96 -3.91 -5.34
C 5.5320 -1.2514 -0.1897 3.11 8.30 7.17
S 4.6709 0.1449 0.8127 -1.00 -3.68 -0.81
H 6.5115 -1.0638 -0.1087 3.58 -0.34 0.09
H 5.0017 -2.6641 -1.5225 0.31 -0.60 -0.84
H 1.8564 0.1154 1.6932 -0.63 0.48 4.32
H 1.0689 -1.1373 0.4302 1.70 1.75 1.78
H 0.6257 3.0672 -1.2422 -0.22 -0.18 0.80
S -1.7811 -1.6662 0.6096 4.90 6.00 0.34
H -5.0769 -0.5910 -0.4601 1.41 -0.49 0.40
H -4.8623 -2.9151 -0.0989 0.78 -0.94 0.09
H -1.5285 -4.5190 -0.0639 -1.83 -0.27 2.95
H -3.2164 -4.9360 0.8184 0.17 0.24 -0.86
H -2.1063 -4.3064 1.7924 2.14 -0.18 3.33
```
Forces are in eV/Å.

Kohn-Sham gap   8.2997 eV
E   -47528.6250 eV
Multiplicity   1
Energy relative to the best compared isomer or geometry (same formula, charge and spin)   1195.3 kJ/mol

This record from the Open Molecules 2025 dataset describes a molecular structure, C15H16N5O4PdS2. The level of theory is ωB97M-V/def2-TZVPD.

Geometry as XYZ:
```
43
Properties=species:S:1:pos:R:3:forces:R:3
Pd 0.3632 0.1036 -0.2545 0.01 -0.77 0.19
C 3.6723 -1.5021 -4.1627 -0.10 0.09 -0.13
S 3.7770 0.1785 -3.5404 0.12 -0.13 0.26
C 2.3386 0.3371 -2.6171 0.03 -0.09 -0.22
S 2.6762 1.0182 -1.0806 -0.09 0.28 -0.06
N 1.1880 -0.1540 -3.1048 0.03 -0.03 -0.28
N 0.2064 -0.2123 -2.3085 -0.13 0.46 0.44
C -1.0583 -0.5596 -2.8288 0.00 -0.19 -0.07
C -2.0084 -0.9684 -1.9033 0.04 -0.04 0.13
C -3.3512 -1.2480 -2.2454 0.02 -0.02 -0.07
C -4.2312 -1.6049 -1.2528 -0.08 -0.01 0.01
C -3.7818 -1.7022 0.0618 0.05 -0.07 0.02
C -2.4429 -1.4284 0.3348 0.05 -0.05 -0.09
N -1.5863 -1.0724 -0.6030 -0.08 0.35 0.19
H 4.4580 -1.6274 -4.9043 0.00 0.02 0.01
H 2.6895 -1.6568 -4.6027 0.03 -0.04 -0.02
H 3.8302 -2.1805 -3.3248 -0.01 -0.01 -0.01
H -1.2508 -0.4561 -3.8863 0.09 0.03 -0.01
H -3.6649 -1.1661 -3.2774 0.00 0.00 0.01
H -5.2677 -1.8036 -1.4895 0.01 -0.01 -0.01
H -4.4503 -1.9762 0.8648 0.02 -0.01 0.00
H -2.0465 -1.4968 1.3401 -0.04 0.07 0.03
C 1.2149 1.1786 5.2360 -0.05 -0.01 0.02
N 1.2155 0.3368 4.0405 0.08 -0.05 0.02
C 1.5619 -0.9773 4.1091 -0.03 0.04 0.05
C 1.6076 -1.7923 3.0346 0.04 -0.04 -0.08
C 1.2605 -1.2089 1.7768 0.03 0.07 0.03
O 1.2674 -1.7838 0.6507 0.09 0.08 0.06
N 0.8645 0.0887 1.7539 -0.26 -0.23 -0.31
C 0.8423 0.9329 2.8271 -0.08 0.08 0.03
O 0.5379 2.1046 2.7622 0.00 0.00 -0.04
H 1.9646 0.8118 5.9328 -0.01 -0.02 -0.01
H 0.2354 1.1749 5.7134 -0.01 -0.02 -0.01
H 1.4469 2.1969 4.9439 0.04 0.00 -0.01
H 1.8065 -1.3413 5.0985 0.02 0.06 0.01
H 1.9004 -2.8269 3.1063 0.00 0.01 0.01
C -1.1178 3.8306 -1.2756 0.01 0.03 0.04
O -0.3561 2.5922 -1.1897 -0.02 0.00 0.05
C -0.7610 1.7241 -0.2778 0.25 0.13 -0.18
O -1.6917 1.7735 0.4526 -0.09 0.04 -0.02
H -1.1476 4.0917 -2.3279 0.02 0.00 -0.01
H -0.5947 4.5926 -0.7047 0.00 0.00 0.02
H -2.1164 3.6793 -0.8773 -0.01 -0.01 -0.02
```
Forces are in eV/Å.

Kohn-Sham gap (alpha / beta)   7.0457 / 4.4931 eV
Net charge   +1
E   -56595.3467 eV
Multiplicity   5
Energy relative to the best compared isomer or geometry (same formula, charge and spin)   132.6 kJ/mol

This record from the Open Molecules 2025 dataset describes a single C15H16O5 molecule in a non-equilibrium geometry. The level of theory is ωB97M-V/def2-TZVPD.

Geometry as XYZ:
```
36
Properties=species:S:1:pos:R:3:forces:R:3
O 3.9737 -2.2393 0.9241 -8.82 1.02 -1.60
C 2.6594 -2.0867 0.7447 5.24 -1.16 0.72
O 1.7614 -2.7991 1.7004 -1.35 3.74 -1.19
C 0.5108 -2.0246 1.6798 -4.61 1.83 2.47
O -0.4267 -1.8329 2.6406 7.13 -1.98 -6.36
C 0.4001 -1.2820 0.1925 3.83 -0.29 -1.11
C -0.9535 -0.6570 -0.5116 0.56 -1.07 -0.37
O -2.1136 -1.2934 0.1572 -1.35 2.94 -0.96
C -3.3190 -0.4540 0.0758 -2.67 1.78 -0.07
C -3.3363 0.9596 0.9127 -2.78 -0.89 -1.85
C -4.6498 1.9465 0.9139 0.21 -4.09 -2.47
C -5.9656 1.4924 0.0384 3.28 -2.49 0.07
C -5.9429 0.0577 -0.8089 3.23 1.02 2.27
C -4.6251 -0.9622 -0.8015 -0.35 4.28 2.27
C 1.7734 -1.2922 -0.3829 -2.69 -0.78 2.30
C 2.3801 -0.6942 -1.7837 -1.20 0.77 0.18
C 3.0678 0.8023 -1.5775 1.19 -0.55 -0.64
C 4.1285 0.8776 -0.3234 0.07 1.71 0.06
C 3.4049 1.2854 1.1266 0.29 0.54 -0.15
O 3.8901 0.4885 2.2640 0.88 -0.15 -1.62
H -0.9826 0.5128 -0.5195 0.06 -2.23 0.40
H -1.0055 -1.0191 -1.6464 0.48 0.79 2.35
H -2.3521 1.2526 1.5203 -2.49 -0.76 -1.45
H -4.5988 2.9379 1.5344 -0.24 -2.18 -1.41
H -6.9393 2.1623 0.0071 2.35 -1.59 0.08
H -6.8941 -0.2554 -1.4186 2.11 0.70 1.35
H -4.6854 -1.9784 -1.3947 0.37 2.34 1.47
H 1.4548 -0.5104 -2.5117 1.88 -0.61 1.63
H 3.1027 -1.4343 -2.3490 -1.37 1.42 1.63
H 3.7065 0.9878 -2.5666 -1.45 -0.39 2.06
H 2.2723 1.6684 -1.5458 1.47 -1.88 0.22
H 4.8322 -0.0581 -0.2343 -1.74 1.60 -0.15
H 4.8495 1.7987 -0.5614 -1.49 -2.04 0.43
H 2.2232 1.1991 1.0770 2.48 -0.09 0.07
H 3.6413 2.4236 1.3974 -0.50 -2.36 -0.85
H 4.7577 0.0202 2.0306 -1.99 1.07 0.22
```
Forces are in eV/Å.

Kohn-Sham gap   7.3192 eV
SMILES   O=C1OC(=O)C(COc2ccccc2)=C1CCCCO
E   -26036.9304 eV
Multiplicity   1
Energy relative to the best compared isomer or geometry (same formula, charge and spin)   1511.0 kJ/mol

This record from the Open Molecules 2025 dataset describes a gas-phase ion, C15H17BrF5N2S (charge +1) in a non-equilibrium geometry. The level of theory is ωB97M-V/def2-TZVPD.

Geometry as XYZ:
```
41
Properties=species:S:1:pos:R:3:forces:R:3
C -3.2628 -2.7104 -0.7380 0.26 0.25 0.33
C -3.4172 -1.3475 0.0187 0.25 -1.34 -0.77
C -2.9793 -0.1903 -0.9050 -1.16 0.47 0.41
Br -4.5058 1.0883 -1.0059 0.33 -0.08 -0.24
N -1.8366 0.5935 -0.4168 -0.47 -0.78 1.26
C -1.8495 1.0513 0.8054 2.20 0.68 0.05
S -0.4301 2.0129 1.1710 -1.69 0.59 0.13
C -0.3314 2.3987 -0.6415 1.19 -1.11 0.44
C 1.0342 3.0422 -0.9326 -0.29 0.75 0.55
N 1.1820 4.1385 0.0429 -0.09 -0.66 -0.03
C -0.6521 0.9972 -1.1691 -0.73 1.58 -3.21
C 0.4541 -0.0435 -1.4217 0.15 -1.54 1.05
F 1.3927 0.4457 -2.2535 -0.35 0.54 0.01
F -0.1722 -1.0643 -2.1130 -0.21 0.30 0.03
C 1.1041 -0.6796 -0.2108 0.02 0.15 0.02
C 0.3474 -1.4794 0.6234 -1.43 -0.05 -0.46
C 0.8419 -2.0770 1.7540 -0.06 0.04 -0.01
C 2.1806 -1.8938 2.0576 -0.58 -0.65 0.42
C 2.9498 -1.1309 1.2106 1.33 -0.13 0.80
C 4.4324 -0.9822 1.5604 -0.87 -0.37 0.36
F 4.8412 0.2726 1.3217 0.31 -0.25 -0.09
F 5.1950 -1.8559 0.8905 0.03 0.44 -0.23
F 4.6176 -1.2528 2.8677 0.17 0.35 -0.19
C 2.4345 -0.5129 0.0982 0.37 0.57 -0.77
H -2.2971 -3.1642 -0.4883 -0.20 -0.04 -0.13
H -4.0597 -3.3957 -0.4419 0.18 0.04 -0.07
H -3.2843 -2.5899 -1.8252 -0.18 -0.01 0.17
H -2.8167 -1.4429 0.9297 -0.09 0.47 -0.09
H -4.4633 -1.2647 0.3126 0.21 0.38 -0.04
H -2.8511 -0.5179 -1.9341 0.47 0.15 0.21
H -2.6407 0.8886 1.5311 0.03 -0.26 -0.25
H -1.1219 3.0964 -0.9388 -0.05 -0.19 0.41
H 1.8509 2.3343 -0.7806 -0.14 0.07 -0.27
H 1.0324 3.4805 -1.9376 0.13 -0.68 -0.10
H 2.1349 4.2099 0.3703 -0.05 0.29 -0.10
H 0.8519 5.0137 -0.3390 0.23 0.09 0.16
H -1.0374 1.1603 -2.1942 0.17 -0.15 0.16
H -0.6969 -1.6472 0.3646 0.19 -0.06 0.04
H 0.1628 -2.6674 2.3605 0.32 -0.03 0.06
H 2.5766 -2.3917 2.9352 0.22 0.24 -0.14
H 3.0888 0.0773 -0.5384 -0.10 -0.06 0.09
```
Forces are in eV/Å.

Kohn-Sham gap   8.1931 eV
Net charge   +1
E   -113269.8279 eV
Multiplicity   1
Energy relative to the best compared isomer or geometry (same formula, charge and spin)   0.0 kJ/mol

This record from the Open Molecules 2025 dataset describes a molecular structure, C15H17BrNO4PdS in a non-equilibrium geometry. The level of theory is ωB97M-V/def2-TZVPD.

Geometry as XYZ:
```
40
Properties=species:S:1:pos:R:3:forces:R:3
Pd 0.3968 -0.4789 -0.4089 -0.23 0.01 0.27
O -0.2723 -0.1651 1.8528 0.22 -0.01 -0.43
C -1.3265 -1.0003 2.3228 -0.42 -0.24 0.37
C -1.7789 -1.9501 1.2462 -0.18 -0.15 0.41
C -2.7214 -2.9407 1.5304 0.33 0.44 -0.12
C -3.1544 -3.7753 0.5194 -0.05 -0.12 -0.06
C -2.6556 -3.6178 -0.7707 0.30 0.40 0.11
C -1.7101 -2.6278 -0.9832 -0.36 -0.57 -0.75
N -1.2952 -1.8367 0.0082 0.97 0.75 -0.33
H 0.0186 0.3998 2.5843 0.09 0.03 -0.29
H -2.1942 -0.3909 2.6294 0.31 -0.13 -0.08
H -0.9835 -1.5766 3.1950 -0.12 0.12 -0.22
H -3.1048 -3.0270 2.5361 -0.03 -0.03 0.09
H -3.8783 -4.5514 0.7326 -0.02 0.03 -0.01
H -2.9912 -4.2374 -1.5892 0.05 0.00 -0.02
H -1.2861 -2.4598 -1.9747 -0.06 -0.01 0.29
Br 1.2314 4.8730 -7.2675 -0.19 -1.13 1.44
C 1.0303 3.6979 -5.8015 0.19 1.00 -1.27
C 0.7803 4.2203 -4.5153 -0.13 0.25 0.54
C 0.6039 3.3548 -3.4576 0.05 0.08 -0.07
C 0.7008 1.9672 -3.6627 0.02 0.44 -0.42
C 0.9533 1.4534 -4.9462 0.04 0.01 -0.12
C 1.1230 2.3071 -6.0120 0.03 -0.58 -0.07
C 0.5635 1.0377 -2.5105 0.11 -0.98 -0.21
O 0.3612 1.4794 -1.3430 -0.24 0.05 0.92
O 0.6720 -0.2115 -2.6480 -0.01 0.05 0.11
H 0.7307 5.2893 -4.3628 -0.04 0.04 -0.03
H 0.3993 3.7344 -2.4656 0.02 0.07 -0.02
H 1.0193 0.3850 -5.0916 0.01 -0.04 -0.02
H 1.3307 1.9130 -6.9960 -0.02 0.03 -0.08
C 4.6898 -0.7232 0.7087 -0.07 0.08 -0.27
S 3.7168 -1.4164 -0.6559 1.18 -0.31 0.57
C 4.2837 -3.1377 -0.6056 -0.16 -0.02 -0.34
O 2.3041 -1.4783 -0.0679 -1.37 0.12 0.35
H 4.5920 -1.3314 1.6021 -0.15 -0.24 -0.03
H 4.3498 0.2891 0.9077 -0.11 0.07 -0.15
H 5.7273 -0.6899 0.3904 0.15 -0.03 -0.15
H 5.3611 -3.1329 -0.7600 0.10 0.18 0.01
H 3.8258 -3.6937 -1.4203 -0.12 0.13 -0.07
H 4.0329 -3.5943 0.3482 -0.06 0.21 0.15
```
Forces are in eV/Å.

Kohn-Sham gap (alpha / beta)   8.9945 / 5.0320 eV
Net charge   +3
E   -109836.4323 eV
Multiplicity   5
Energy relative to the best compared isomer or geometry (same formula, charge and spin)   0.0 kJ/mol

Q: What is the energy relative to the best compared isomer or geometry (same formula, charge and spin) in the fifth record?
A: 0.0 kJ/mol